DFT (the ωB97M-V functional and the def2-TZVPD basis) results for C27H35GdN4O6Sb as an isolated structure.

```
74
Properties=species:S:1:pos:R:3:forces:R:3
O -0.06537 -1.16607 -4.83066 -0.2 0.3 -0.4
H -0.69720 -1.39217 -5.53269 0.4 0.1 0.3
Gd -0.43478 0.22981 -2.86341 0.4 -0.9 0.3
N 1.19615 -1.40153 -1.98696 0.4 -0.3 -2.1
N -1.22702 -1.77612 -1.58059 -1.3 -1.2 0.2
N 0.21230 2.35366 -2.14842 -0.3 2.4 1.4
N -1.74459 1.17211 -1.00997 -0.9 3.0 1.4
O 2.20216 -0.92174 -2.60991 -0.7 -0.6 0.9
O 1.39314 2.88140 -2.68917 -1.3 -0.4 -0.1
O -2.76305 0.51281 -0.36338 0.8 0.0 -0.7
O -2.43895 -1.92751 -1.14277 1.5 0.2 -0.6
C -0.57246 -2.91677 -1.95267 0.2 0.8 0.0
C 0.76800 -2.66740 -2.35614 -0.6 1.3 0.3
C -0.49060 3.12933 -1.31793 2.7 -1.0 -2.2
C -1.59018 2.46620 -0.65777 -1.0 -3.6 -0.4
C 1.52133 -3.47465 -3.33391 0.4 -0.7 -0.1
H 1.40119 -3.07154 -4.35099 0.0 0.1 0.4
H 1.14904 -4.50200 -3.34430 0.1 0.2 0.0
H 2.59164 -3.48824 -3.10751 -0.2 0.1 0.0
C -1.29360 -4.21103 -2.07595 0.0 -0.3 0.0
H -2.24608 -4.04707 -2.60507 0.3 -0.1 0.3
H -1.51768 -4.61575 -1.07476 0.0 0.2 -0.4
H -0.69368 -4.94409 -2.63461 -0.3 0.3 0.3
C -0.12905 4.54443 -1.03377 0.0 0.3 -0.1
C -2.35859 3.14901 0.40931 -0.3 0.0 0.2
H 0.55912 4.93189 -1.79506 -0.2 -0.2 0.2
H 0.35338 4.62989 -0.04828 -0.1 -0.1 -0.2
H -1.03817 5.15981 -1.01075 0.2 -0.1 0.0
H -2.99245 2.44216 0.94205 0.0 0.0 -0.1
H -2.99242 3.93594 -0.01360 0.0 -0.1 0.0
H -1.67749 3.61942 1.12870 0.0 -0.1 -0.1
H 1.44774 2.34506 -3.54433 0.1 0.2 0.7
H -2.67143 -0.46726 -0.67456 -0.3 0.6 0.4
C -2.61054 0.49781 -3.87069 -1.7 0.7 -0.8
H -2.62646 0.25050 -4.94692 0.6 0.0 0.5
H -2.91450 1.55747 -3.75943 0.6 -0.3 0.2
H -3.39293 -0.10633 -3.37616 0.8 -0.1 0.3
O 0.81855 1.10915 -4.59064 -0.3 0.4 0.0
H 0.40305 -0.25738 -5.05838 -0.1 -0.7 -0.2
H 0.71326 1.72825 -5.32714 0.0 -0.2 0.2
C 0.26616 3.75259 4.33962 -0.1 -0.2 -0.1
C 0.96178 3.88723 3.13344 0.0 -0.2 0.0
C 1.00712 2.82158 2.22363 -0.2 0.3 0.4
C 0.35057 1.62107 2.51957 0.2 -0.4 -0.3
C -0.29391 1.46840 3.74684 -0.1 0.4 0.2
C -0.36315 2.54265 4.64468 0.2 -0.1 -0.2
Sb 0.52754 0.00272 1.06501 0.2 0.3 0.5
C 2.49725 -0.60167 1.73357 -0.6 -0.1 0.0
C 3.49292 -0.73243 0.76495 0.3 0.0 0.1
C 4.81532 -0.96820 1.15587 0.0 0.0 0.2
C 5.13516 -1.09171 2.51433 -0.4 0.0 -0.2
C 4.12623 -0.98187 3.47893 -0.2 0.1 -0.2
C 2.80198 -0.73069 3.08932 0.6 -0.1 0.1
C -0.89376 -1.37909 1.94522 0.5 0.1 0.0
C -0.58352 -2.74024 1.98913 -0.5 -0.2 0.1
C -1.53297 -3.65753 2.46196 0.0 0.2 -0.1
C -2.78566 -3.21431 2.90406 0.2 0.2 -0.1
C -3.08608 -1.84747 2.88014 0.3 -0.1 -0.2
C -2.14298 -0.93512 2.38607 -0.3 -0.3 0.2
H 0.21694 4.58443 5.04414 0.0 -0.2 -0.2
H 1.47617 4.82247 2.90160 -0.1 -0.3 0.1
H 1.57924 2.93720 1.29973 -0.2 -0.1 0.2
H -0.75219 0.51870 4.02144 0.1 0.2 -0.1
H -0.90381 2.42103 5.58442 0.2 0.1 -0.2
H 3.25320 -0.64448 -0.29629 0.1 0.0 0.3
H 5.59609 -1.05056 0.39799 -0.2 0.0 0.2
H 6.16635 -1.27627 2.81812 -0.3 0.1 -0.1
H 4.36803 -1.08092 4.53794 -0.1 0.0 -0.3
H 2.02806 -0.62940 3.85181 0.2 0.0 -0.2
H 0.39409 -3.09529 1.65967 -0.2 0.1 0.1
H -1.29343 -4.72295 2.47461 -0.1 0.3 0.1
H -3.52455 -3.93042 3.26705 0.2 0.2 -0.1
H -4.05395 -1.48589 3.23215 0.3 -0.1 -0.1
H -2.40107 0.12492 2.36847 0.1 -0.3 -0.1
```
Forces are in eV/Å.

For the HOMO energy (alpha / beta), the calculation gives -10.584 / -10.452 eV. The spin multiplicity is 8. The charge is +1. The total energy comes out at -2725.58949 hartree. The calculation puts the max |F| at 3.74 eV/A. The value obtained for the HOMO-LUMO gap (alpha / beta) is 5.5 / 3.6 eV. As for the expectation value of S²: 16.692.